1.
{
  "formula": "C7H14N2OSi",
  "method": "the ωB97M-V functional and the def2-TZVPD basis",
  "energy_ev": -20387.7428,
  "max_force_ha_per_bohr": 0.07516,
  "e_above_lowest_kj_mol": 443.3,
  "homo_energy_ev": -8.87,
  "homo_lumo_gap_ha": 0.3320,
  "e_lumo_ev": 0.164,
  "species": ["H", "H", "O", "H", "C", "C", "N", "C", "H", "C", "H", "H", "H", "Si", "C", "H", "N", "H", "H", "H", "H", "H", "C", "C", "H"],
  "xyz": [[-0.56, 0.40, 3.72], [-2.11, -2.58, -0.71], [-2.40, 1.24, -2.25], [0.49, -2.67, -4.02], [0.05, -0.16, 3.04], [-1.46, -2.26, -1.59], [-0.82, -3.07, -2.35], [-0.20, -2.31, -3.31], [1.11, -0.46, -0.82], [0.81, -0.98, 0.12], [-0.41, -1.12, 3.18], [-0.50, -0.32, -3.90], [-1.29, 0.45, 1.18], [0.10, 0.38, 1.25], [0.85, 2.19, 1.13], [0.05, 2.79, 0.57], [-1.56, -0.98, -2.14], [0.87, 2.65, 2.14], [0.04, -1.73, -0.30], [-2.22, 1.19, -3.23], [0.95, -0.18, 3.58], [1.63, -1.47, 0.53], [-2.06, 0.14, -1.56], [-0.71, -1.09, -3.29], [1.72, 2.32, 0.59]],
  "nbo_charge": [0.24, 0.24, -0.64, 0.22, -1.11, 0.22, -0.43, -0.06, 0.23, -1.08, 0.23, 0.20, -0.19, 1.34, -1.06, 0.23, -0.49, 0.24, 0.24, 0.46, 0.22, 0.24, 0.41, -0.11, 0.22]
}

2.
{
  "formula": "C17H16EuN2O5",
  "method": "the ωB97M-V functional and the def2-TZVPD basis",
  "energy_ev": -50418.1500,
  "multiplicity": 8,
  "max_force_ha_per_bohr": 0.11786,
  "e_above_lowest_kj_mol": 0.0,
  "total_charge": 2,
  "homo_energy_ev": [-14.39, -14.39],
  "homo_lumo_gap_ha": [0.2332, 0.2356],
  "e_lumo_ev": [-8.040, -7.982],
  "species": ["N", "C", "C", "H", "O", "H", "C", "H", "C", "C", "C", "Eu", "C", "O", "C", "H", "H", "C", "O", "C", "H", "H", "H", "C", "H", "C", "O", "H", "O", "C", "C", "H", "C", "C", "H", "H", "H", "N", "C", "H", "H"],
  "xyz": [[-2.21, 1.75, -0.63], [0.10, -1.20, 2.93], [3.16, -5.04, 0.28], [3.75, -4.89, 1.20], [0.24, -4.34, 3.69], [-2.36, 3.35, -2.02], [2.28, 2.68, -2.03], [-4.99, 1.09, -0.92], [2.41, 3.82, -1.24], [-0.64, -4.13, 0.60], [0.29, 3.29, -0.15], [0.96, -2.06, 0.86], [0.59, -3.77, 2.76], [-1.44, -4.95, 0.49], [1.42, 4.12, -0.29], [-2.48, -1.45, -0.02], [2.73, -4.38, -1.70], [-2.97, 0.69, -0.31], [0.25, -0.67, -0.75], [-4.40, 0.82, -0.03], [-4.77, -0.16, 0.31], [4.19, -3.55, -0.85], [3.27, 4.47, -1.31], [1.17, 1.86, -1.92], [3.05, 2.44, -2.76], [-2.18, -0.43, -0.27], [-0.36, -0.82, 3.91], [-4.64, 1.54, 0.75], [3.41, -1.36, 3.57], [-0.86, -0.01, -0.64], [-2.67, 3.08, -1.00], [-0.49, 3.50, 0.59], [2.78, -1.68, 2.68], [3.38, -4.29, -0.82], [-3.76, 3.06, -0.92], [-2.25, 3.83, -0.32], [2.31, -5.74, 0.34], [-0.94, 1.33, -0.86], [0.17, 2.20, -1.01], [1.03, 0.98, -2.55], [1.48, 5.01, 0.35]],
  "mulliken_spin": [0.00, 0.01, 0.00, 0.00, 0.01, 0.00, 0.00, 0.00, 0.00, 0.01, 0.00, 6.94, 0.01, 0.00, 0.00, 0.00, 0.00, 0.00, 0.00, 0.00, 0.00, 0.00, 0.00, 0.00, 0.00, 0.00, 0.02, 0.00, 0.01, -0.02, 0.00, 0.00, 0.00, 0.00, 0.00, 0.00, 0.00, 0.00, 0.00, 0.00, 0.00]
}

3.
{
  "formula": "CHNO2",
  "method": "the ωB97M-V functional and the def2-TZVPD basis",
  "energy_ev": -6634.5602,
  "max_force_ha_per_bohr": 0.04932,
  "smiles": "O=CN=O",
  "e_above_lowest_kj_mol": 76.4,
  "homo_energy_ev": -8.89,
  "homo_lumo_gap_ha": 0.2996,
  "e_lumo_ev": -0.735,
  "species": ["O", "C", "O", "N", "H"],
  "xyz": [[-0.09, -1.12, 2.67], [-0.06, -1.26, 0.25], [0.50, -1.24, -0.80], [0.65, -0.77, 1.85], [-1.17, -1.54, 0.51]],
  "nbo_charge": [-0.22, 0.44, -0.47, 0.15, 0.10]
}

4.
{
  "formula": "C11H14N2O",
  "method": "the ωB97M-V functional and the def2-TZVPD basis",
  "energy_ev": -16661.4689,
  "max_force_ha_per_bohr": 0.06295,
  "smiles": "Cc1c[nH]c2ccccc12.CC(N)=O",
  "e_above_lowest_kj_mol": 139.3,
  "homo_energy_ev": -7.33,
  "homo_lumo_gap_ha": 0.2909,
  "e_lumo_ev": 0.584,
  "species": ["H", "C", "C", "C", "H", "H", "C", "H", "C", "O", "H", "H", "N", "H", "C", "H", "H", "H", "C", "C", "C", "C", "C", "H", "H", "H", "N", "H"],
  "xyz": [[1.73, -0.97, 3.46], [-2.14, -1.02, -2.30], [-3.25, -0.96, -1.45], [1.24, 0.18, -1.51], [0.60, -0.47, 2.49], [-3.95, -0.46, 0.52], [-0.90, -0.53, -1.90], [2.33, 0.25, -1.45], [-0.82, 0.04, -0.59], [1.81, 1.69, 1.98], [-2.13, -1.62, -3.22], [1.86, -0.59, -3.95], [2.49, 1.69, 4.11], [0.94, 0.91, 0.35], [0.46, -0.41, -2.46], [2.67, 1.18, 4.95], [-4.19, -1.32, -1.94], [0.47, -1.62, -4.23], [0.72, -0.62, -3.93], [1.03, -0.13, 3.48], [-3.14, -0.37, -0.19], [-1.91, 0.17, 0.24], [1.70, 1.21, 3.08], [3.18, 2.50, 3.89], [0.37, -0.09, 4.38], [-1.74, 0.81, 1.12], [0.48, 0.48, -0.42], [0.07, 0.07, -4.51]],
  "nbo_charge": [0.25, -0.21, -0.23, -0.02, 0.25, 0.21, -0.10, 0.21, 0.15, -0.63, 0.21, 0.22, -0.84, 0.44, -0.09, 0.39, 0.22, 0.21, -0.63, -0.76, -0.23, -0.25, 0.69, 0.41, 0.25, 0.21, -0.55, 0.22]
}

5.
{
  "formula": "C20H20N4O3S",
  "method": "the ωB97M-V functional and the def2-TZVPD basis",
  "energy_ev": -44002.4942,
  "max_force_ha_per_bohr": 0.01851,
  "smiles": "Cc1c(NC(=S)NC(=O)COc2ccccc2)c(=O)n(-c2ccccc2)n1C",
  "e_above_lowest_kj_mol": 181.7,
  "homo_energy_ev": -7.78,
  "homo_lumo_gap_ha": 0.3040,
  "e_lumo_ev": 0.488,
  "species": ["H", "H", "C", "C", "O", "H", "O", "H", "H", "H", "N", "C", "C", "C", "H", "H", "C", "H", "H", "H", "N", "O", "H", "C", "H", "C", "C", "H", "C", "H", "H", "C", "C", "C", "C", "N", "C", "C", "H", "N", "C", "H", "C", "H", "C", "C", "H", "S"],
  "xyz": [[-3.02, -0.66, -3.19], [4.13, 4.14, -1.30], [5.08, 0.97, -0.65], [-4.82, 1.79, 0.82], [-0.91, -1.13, 1.87], [-2.27, 3.37, 2.36], [1.27, -0.78, -0.16], [2.85, -0.29, 2.55], [-0.16, -4.28, -0.41], [1.12, 0.10, 2.73], [-2.28, -1.01, -1.29], [-4.15, 2.74, 1.57], [-1.38, -2.85, -2.70], [-2.79, 2.62, 1.78], [-3.19, 0.69, -2.06], [1.97, -2.45, 2.41], [4.12, 3.15, -0.87], [-5.89, 1.87, 0.66], [-1.02, 1.47, 1.38], [-1.60, 0.33, -2.77], [1.53, -2.30, 1.51], [2.07, 1.29, 1.45], [2.34, 3.50, 0.28], [5.11, 2.24, -1.21], [-0.81, -3.77, -2.57], [4.08, 0.61, 0.24], [-1.46, -2.11, -1.42], [5.85, 0.25, -0.91], [1.54, -1.04, 0.99], [-4.66, -0.05, -0.27], [-0.88, -2.25, -3.46], [3.09, 1.52, 0.57], [3.12, 2.80, 0.01], [-1.20, -1.29, 0.70], [-0.82, -2.34, -0.24], [0.03, -3.40, 0.04], [-2.76, 0.61, 0.49], [-2.53, -0.11, -2.39], [5.89, 2.51, -1.90], [-2.04, -0.48, -0.04], [1.94, 0.02, 2.02], [4.09, -0.39, 0.64], [-4.13, 0.71, 0.28], [-4.70, 3.57, 1.99], [-2.08, 1.57, 1.23], [1.03, -3.46, 0.94], [-2.37, -3.11, -3.07], [1.68, -4.91, 1.37]],
  "nbo_charge": [0.22, 0.21, -0.20, -0.20, -0.67, 0.22, -0.59, 0.19, 0.43, 0.25, -0.19, -0.22, -0.65, -0.19, 0.23, 0.43, -0.19, 0.22, 0.24, 0.20, -0.64, -0.48, 0.22, -0.25, 0.23, -0.26, 0.22, 0.21, 0.69, 0.22, 0.24, 0.30, -0.26, 0.62, -0.02, -0.56, 0.21, -0.42, 0.21, -0.28, -0.18, 0.21, -0.26, 0.22, -0.22, 0.29, 0.23, -0.23]
}